This record from the Open Molecules 2025 dataset describes C4H8N4 as an isolated structure in a non-equilibrium geometry. The level of theory is ωB97M-V/def2-TZVPD.

Structure (XYZ):
```
16
Properties=species:S:1:pos:R:3:forces:R:3:mulliken_charge:R:1
C -1.6440 -0.3480 1.2198 0.028 -2.477 1.491 -0.580
C 0.1865 0.4736 0.0806 5.454 -2.018 -2.240 -0.328
C 2.3662 0.0939 0.0412 -3.017 0.404 1.249 -0.438
C 0.5836 -0.3733 -0.9230 -6.869 1.298 -1.922 0.611
H -2.4380 -0.2466 2.4977 2.413 0.359 -4.024 0.227
H -2.3747 -0.8001 0.3260 1.896 0.166 3.043 0.260
H -0.5354 -0.9834 1.6212 -4.105 1.001 -1.254 0.231
H -1.6130 1.2206 -0.2446 1.731 -1.389 2.603 0.358
H 1.0948 1.1784 1.8504 1.595 -1.243 -4.505 0.404
H 3.3475 -0.0525 0.3525 1.338 0.351 0.721 0.431
H -0.7725 0.3842 -2.2644 0.313 -2.173 0.718 0.263
H 0.1447 -0.8536 -2.9207 -2.366 0.283 3.161 0.356
N -0.9580 0.7456 0.5395 -9.414 4.206 0.698 -0.308
N 1.3037 0.8168 0.7242 2.440 0.069 3.793 -0.182
N 1.8217 -0.6208 -0.9288 4.415 -0.173 -0.516 -0.640
N -0.5129 -0.6350 -1.9716 4.149 1.338 -3.016 -0.665
```
Forces are in eV/Å.

As for the total energy: -376.02130 Eh. The HOMO-LUMO gap comes out at 8.54 eV. As for the LUMO energy: 0.68 eV. For the highest occupied orbital energy, the calculation gives -7.9 eV. For the strongest force on any atom, the calculation gives 0.2010 Eh/bohr.

***

This record from the Open Molecules 2025 dataset describes C47H52AsCuN3PSeSi as an isolated structure in a non-equilibrium geometry. The level of theory is ωB97M-V/def2-TZVPD.

Structure (XYZ):
```
107
Properties=species:S:1:pos:R:3:forces:R:3:mulliken_spin:R:1
Cu 0.7571 0.2570 -0.6553 -1.141 -0.525 0.620 0.827
C -1.0414 0.2800 -1.5804 -0.270 0.380 0.466 0.083
Si -2.0674 1.8236 -1.2334 0.216 -0.587 0.049 -0.053
C -2.1340 2.1395 0.6660 0.052 0.013 -0.531 0.011
N -0.8576 1.8430 1.2815 0.028 -0.169 0.097 -0.028
C 0.0962 2.9421 1.1751 0.558 0.049 -0.217 0.024
C 0.7944 3.2516 2.4959 -0.214 0.138 -0.069 0.000
C -0.2490 3.4929 3.5834 0.130 -0.035 0.037 0.000
C -1.1805 2.2777 3.7310 -0.057 -0.114 -0.198 -0.001
C -0.9304 1.2637 2.6014 -0.060 -0.142 0.423 0.005
C -1.4376 3.3101 -2.2287 -0.049 -0.419 0.361 0.001
C -0.8086 3.1023 -3.4512 -0.037 -0.148 -0.075 0.000
C -0.4264 4.1615 -4.2519 -0.030 0.089 -0.197 0.000
C -0.6742 5.4607 -3.8438 -0.001 0.031 -0.025 0.000
C -1.2819 5.6904 -2.6220 -0.021 0.159 -0.041 0.001
C -1.6557 4.6226 -1.8267 -0.082 -0.019 0.148 0.001
C -3.9117 1.6957 -1.7498 0.476 0.055 0.133 0.010
C -4.8515 1.0721 -0.9344 0.105 -0.014 0.091 -0.003
C -6.1788 0.9638 -1.3023 -0.237 -0.100 0.038 -0.001
C -6.6052 1.4917 -2.5087 -0.100 0.022 -0.025 0.002
C -5.6909 2.1257 -3.3340 -0.191 -0.002 -0.168 -0.001
C -4.3636 2.2195 -2.9581 0.135 0.043 -0.043 -0.001
H -0.9416 0.1216 -2.6564 0.094 0.025 -0.061 0.014
H -1.5113 -0.6197 -1.1661 -0.234 0.079 -0.103 -0.024
H -2.8733 1.4606 1.0925 -0.149 -0.095 -0.091 -0.001
H -2.4780 3.1590 0.9083 -0.138 0.053 -0.027 0.001
H -0.4220 3.8509 0.8379 0.024 -0.011 0.008 0.001
H 0.8430 2.6961 0.4141 -0.001 0.242 0.035 -0.013
H 1.4081 4.1445 2.3645 0.083 -0.062 -0.048 0.001
H 1.4556 2.4305 2.7719 0.107 -0.045 -0.011 -0.001
H -0.8333 4.3740 3.3045 0.019 0.049 0.038 0.000
H 0.2427 3.7137 4.5330 -0.032 0.090 0.017 0.000
H -2.2232 2.6022 3.7013 -0.044 -0.023 0.039 0.000
H -1.0264 1.7787 4.6909 -0.034 -0.018 0.027 0.000
H -1.7294 0.5118 2.6013 0.164 0.069 0.011 0.003
H 0.0055 0.7232 2.7799 -0.075 -0.033 0.024 0.002
H -0.6047 2.0922 -3.7749 0.072 -0.102 -0.050 0.000
H 0.0681 3.9752 -5.1955 0.051 -0.013 -0.037 0.000
H -0.3806 6.2918 -4.4676 0.061 0.092 -0.063 0.000
H -1.4640 6.7037 -2.2891 0.006 0.057 0.028 0.000
H -2.1259 4.8169 -0.8719 -0.086 0.045 0.099 0.000
H -4.5409 0.6639 0.0147 -0.012 -0.099 0.165 0.001
H -6.8822 0.4661 -0.6471 -0.038 -0.017 0.029 0.000
H -7.6443 1.4149 -2.7994 -0.054 -0.001 -0.028 0.000
H -6.0203 2.5474 -4.2752 0.009 0.020 -0.051 0.000
H -3.6586 2.7149 -3.6107 0.043 0.097 -0.095 0.000
N 2.0295 -0.2251 0.6382 0.172 -0.053 -0.153 -0.011
P 3.3904 -0.8717 0.3156 -0.172 -0.133 0.152 -0.007
C 3.3139 -2.6834 0.0283 -0.166 0.358 0.097 0.010
C 2.7101 -3.1135 -1.1500 0.172 0.047 -0.017 -0.003
C 2.4810 -4.4576 -1.3672 -0.080 -0.160 -0.138 0.001
C 2.7804 -5.3804 -0.3759 0.024 -0.096 0.003 0.000
C 3.3248 -4.9525 0.8241 -0.018 -0.214 0.034 0.001
C 3.5945 -3.6098 1.0250 0.167 0.143 -0.074 -0.002
C 4.3724 -0.1944 -1.0778 -0.347 -0.072 0.219 0.004
C 4.7728 -0.8537 -2.2323 0.038 -0.053 0.202 0.000
C 5.3425 -0.1340 -3.2697 0.087 -0.137 -0.238 0.001
C 5.5322 1.2311 -3.1570 0.044 0.042 -0.022 0.000
C 5.1740 1.8856 -1.9883 0.158 0.161 -0.048 0.001
C 4.5791 1.1767 -0.9653 0.119 -0.030 0.139 0.002
C 4.5594 -0.6757 1.7005 -0.091 -0.036 -0.216 0.001
C 4.0718 -0.0701 2.8471 -0.157 -0.045 -0.042 0.008
C 4.9166 0.1860 3.9103 0.150 0.020 0.199 0.001
C 6.2552 -0.1642 3.8239 0.021 0.070 0.094 0.000
C 6.7465 -0.7566 2.6710 0.234 -0.100 -0.001 0.000
C 5.9024 -1.0140 1.6071 -0.127 -0.024 0.030 0.000
H 2.4334 -2.3767 -1.8936 -0.068 -0.024 -0.096 -0.001
H 2.0691 -4.7941 -2.3098 -0.106 0.013 -0.001 0.000
H 2.5811 -6.4318 -0.5364 0.004 -0.037 -0.011 0.000
H 3.5455 -5.6723 1.6019 -0.001 -0.009 0.040 0.000
H 4.0300 -3.2753 1.9566 0.028 0.005 0.078 -0.001
H 4.6526 -1.9235 -2.3234 -0.037 -0.047 -0.038 0.000
H 5.6344 -0.6503 -4.1757 0.013 0.006 -0.039 0.000
H 5.9502 1.7897 -3.9836 0.062 0.022 -0.019 0.000
H 5.3314 2.9507 -1.8928 -0.083 0.008 0.009 0.000
H 4.2457 1.6755 -0.0614 -0.007 0.131 -0.080 0.002
H 3.0221 0.1934 2.8611 -0.076 0.056 0.015 0.000
H 4.5404 0.6661 4.8033 -0.036 0.016 0.057 0.000
H 6.9230 0.0340 4.6517 0.029 0.027 0.038 0.000
H 7.7953 -1.0099 2.5994 0.078 -0.030 0.016 0.000
H 6.2760 -1.4701 0.6994 0.083 -0.003 -0.060 0.000
C -1.4912 -2.9608 3.0001 -0.006 0.052 -0.052 0.004
As -1.1706 -2.0017 1.2976 -0.098 -0.140 0.201 0.046
C -0.7790 -3.6244 0.2651 -0.038 -0.040 -0.043 -0.002
C -3.1230 -1.7545 0.8565 0.349 0.189 0.062 -0.007
C -3.9023 -2.9829 0.6113 -0.228 -0.153 -0.012 0.000
C -3.8698 -3.5893 -0.6430 -0.018 0.101 -0.021 0.001
C -4.6268 -4.7123 -0.9094 -0.050 -0.123 -0.125 0.000
C -5.4464 -5.2497 0.0709 -0.064 -0.100 0.080 0.000
C -5.4848 -4.6603 1.3244 -0.077 -0.157 0.031 0.000
C -4.7086 -3.5480 1.5956 0.037 0.105 0.001 0.000
H -2.2332 -3.7474 2.8723 -0.031 -0.093 -0.032 0.000
H -1.8419 -2.2708 3.7678 0.007 0.084 -0.021 0.001
H -0.5587 -3.4052 3.3466 0.049 0.011 -0.048 0.000
H -1.5841 -4.3544 0.3331 -0.019 -0.034 0.026 0.000
H 0.1370 -4.0704 0.6521 0.074 0.091 0.072 0.001
H -0.6056 -3.3778 -0.7803 -0.007 0.068 -0.078 0.001
H -3.1625 -1.1180 -0.0274 0.081 0.057 0.086 0.009
H -3.5353 -1.1978 1.7027 0.065 0.054 -0.038 0.000
H -3.2532 -3.1491 -1.4156 0.039 0.006 -0.075 0.000
H -4.5903 -5.1668 -1.8907 0.002 0.000 -0.040 0.000
H -6.0538 -6.1194 -0.1384 -0.026 -0.039 -0.027 0.000
H -6.1339 -5.0607 2.0920 0.000 -0.049 0.037 0.000
H -4.7483 -3.0866 2.5740 -0.017 0.041 0.053 0.000
Se 2.4320 4.1562 -1.9255 0.526 1.729 0.046 0.016
C 1.9096 2.5113 -1.8740 -0.261 -1.233 -0.294 0.037
N 1.5811 1.3913 -1.8760 0.558 0.646 -0.645 0.025
```
Forces are in eV/Å.

As for the total energy: -8895.02460 Eh. The HOMO-LUMO gap (spin up / spin down) comes out at 6.99 / 7.07 eV. As for the LUMO energy (spin up / spin down): 2.46 / 2.45 eV. For the highest occupied orbital energy (spin up / spin down), the calculation gives -4.5 / -4.6 eV. As for the expectation value of S²: 0.75. For the strongest force on any atom, the calculation gives 0.0352 Eh/bohr. Its charge is -1. The multiplicity is 2.

***

Question: strongest force on any atom of number 1 (C4H8N4)?
Answer: 0.2010 Eh/bohr

***

Copy entry 1 word for word.
This record from the Open Molecules 2025 dataset describes C4H8N4 as an isolated structure in a non-equilibrium geometry. The level of theory is ωB97M-V/def2-TZVPD.

Structure (XYZ):
```
16
Properties=species:S:1:pos:R:3:forces:R:3:mulliken_charge:R:1
C -1.6440 -0.3480 1.2198 0.028 -2.477 1.491 -0.580
C 0.1865 0.4736 0.0806 5.454 -2.018 -2.240 -0.328
C 2.3662 0.0939 0.0412 -3.017 0.404 1.249 -0.438
C 0.5836 -0.3733 -0.9230 -6.869 1.298 -1.922 0.611
H -2.4380 -0.2466 2.4977 2.413 0.359 -4.024 0.227
H -2.3747 -0.8001 0.3260 1.896 0.166 3.043 0.260
H -0.5354 -0.9834 1.6212 -4.105 1.001 -1.254 0.231
H -1.6130 1.2206 -0.2446 1.731 -1.389 2.603 0.358
H 1.0948 1.1784 1.8504 1.595 -1.243 -4.505 0.404
H 3.3475 -0.0525 0.3525 1.338 0.351 0.721 0.431
H -0.7725 0.3842 -2.2644 0.313 -2.173 0.718 0.263
H 0.1447 -0.8536 -2.9207 -2.366 0.283 3.161 0.356
N -0.9580 0.7456 0.5395 -9.414 4.206 0.698 -0.308
N 1.3037 0.8168 0.7242 2.440 0.069 3.793 -0.182
N 1.8217 -0.6208 -0.9288 4.415 -0.173 -0.516 -0.640
N -0.5129 -0.6350 -1.9716 4.149 1.338 -3.016 -0.665
```
Forces are in eV/Å.

As for the total energy: -376.02130 Eh. The HOMO-LUMO gap comes out at 8.54 eV. As for the LUMO energy: 0.68 eV. For the highest occupied orbital energy, the calculation gives -7.9 eV. For the strongest force on any atom, the calculation gives 0.2010 Eh/bohr.

***

Question: Number 1 is which compound?
Answer: C4H8N4

***

Question: Among the records above, which one has the highest strongest force on any atom?
Answer: C4H8N4